ORCA calculation (ωB97M-V with the def2-TZVPD basis set) on a 2-piece molecular cluster, C6H17N2 overall.

```
! RIJCOSX wB97M-V def2-TZVPD def2/J DEFGRID3
* xyz 1 1
H 0.74556 1.70728 1.37728
H 0.26382 0.55084 -1.25422
C -0.07554 0.04311 -0.34583
C 0.81870 -1.01445 0.15029
H -1.76276 -1.31325 -1.63423
H 1.01305 -1.78152 -0.61269
N 2.13972 -0.47521 0.56404
H 3.72421 0.62170 -0.29268
H -2.79484 0.33430 1.74256
H -2.63276 -0.73652 0.39753
H 3.64914 -1.09644 -0.69455
H 2.60639 0.09043 -1.49369
N -1.95012 -0.64014 -2.36642
H -2.51780 -1.05220 -3.09193
H -0.40639 1.22374 2.53356
H -1.53605 1.44503 -0.22060
C -2.05079 -0.19333 1.14715
H 1.90817 0.33918 1.11471
H 0.36416 -1.55617 0.97378
C 3.06124 -0.19717 -0.54006
H -1.02521 -0.45482 -2.73619
H -1.53939 -0.92677 1.77100
H -0.62346 2.67870 1.49143
C -0.32482 1.63988 1.53860
C -1.05425 0.76378 0.48116
*
```

energy above the lowest of the compared OMol25 structures with the same formula, charge and spin: 79.66 kcal per mole
frontier orbital gap: 7.58 eV
max |F|: 2.7 eV Å⁻¹